This record from the OMol25 dataset describes a gas-phase ion, C7H12NOS (charge +1) in a non-equilibrium geometry. The level of theory is ωB97M-V with the def2-TZVPD basis set.

Values from the calculation:
Gap between HOMO and LUMO in eV: 8.106
HOMO level in Ha: -0.476
LUMO level in eV: -4.8380
E in eV: -21814.6151
Maximum force in eV/A: 5.36
Relative energy (zero: lowest compared OMol25 entry of this formula, charge and spin) in kcal/mol: 112.7
Charge: +1

CARTESIAN COORDINATES (ANGSTROEM)
C: 1.0437 -2.1839 0.3654
C: 1.7556 -0.1513 -0.4694
C: 2.9156 0.7003 -0.9224
C: -1.3940 0.2944 1.6666
C: -1.2369 1.6698 -0.4643
C: -0.4812 -0.8097 -0.5527
C: -1.3577 0.2782 0.0899
N: -0.1238 -1.8771 0.0541
O: 2.0816 -1.2920 0.0813
S: -3.0244 -0.5050 -0.5042
H: 1.1518 -3.0371 0.9139
H: 2.9788 0.4628 -2.0552
H: 2.7293 1.7603 -1.0116
H: 3.7148 0.4304 -0.2087
H: -0.3848 0.4104 1.9496
H: -1.8285 -0.5591 2.1039
H: -2.0728 0.8872 2.0643
H: -1.0642 1.7698 -1.4888
H: -0.3481 2.1945 -0.0159
H: -2.0196 2.3083 -0.1032
H: -0.3931 -0.9905 -1.5699
H: -2.6421 -1.7608 0.0773